No. 1
ORCA calculation (wB97M-V/def2-TZVPD) on 2 unconnected molecules or ions with the total composition C9H25N4O.

Last column: natural (NBO) charge in e.
Positions of all 39 atoms, in Å:
1 C 3.35 -2.62 1.28  -0.63
2 C -2.32 -0.75 0.87  -0.64
3 C -3.24 1.70 0.68  -0.64
4 C 2.98 -1.17 1.36  -0.42
5 C -0.55 -0.02 -2.97  -0.23
6 C -1.16 -0.38 -1.60  -0.26
7 C 1.48 -0.78 1.09  0.02
8 C -2.06 0.69 0.48  -0.02
9 C 1.37 0.76 1.08  0.56
10 N -1.15 1.18 -3.57  -0.85
11 N 1.76 1.54 2.15  -0.73
12 N 1.05 1.28 -0.12  -0.79
13 N -1.40 0.81 -0.86  -0.65
14 O 1.21 -1.35 -0.12  -0.69
15 H 2.77 -3.23 1.95  0.23
16 H 4.38 -2.78 1.73  0.24
17 H 3.35 -3.05 0.25  0.22
18 H -1.54 -1.47 1.10  0.23
19 H -2.80 -0.66 1.77  0.22
20 H -3.17 -1.09 0.19  0.22
21 H -3.81 1.42 1.55  0.23
22 H -3.92 1.79 -0.18  0.23
23 H -3.02 2.77 0.92  0.23
24 H 3.41 -0.89 2.41  0.22
25 H 3.54 -0.52 0.58  0.21
26 H 0.55 0.24 -2.88  0.18
27 H -0.56 -0.93 -3.62  0.19
28 H -0.42 -0.92 -1.03  0.24
29 H -2.12 -1.07 -1.73  0.18
30 H 0.77 -1.25 1.86  0.22
31 H -1.97 0.92 -3.98  0.36
32 H -0.39 1.48 -4.20  0.38
33 H 1.59 2.50 2.28  0.42
34 H 2.00 1.13 2.98  0.41
35 H -1.24 0.98 1.07  0.15
36 H 1.18 2.35 -0.22  0.39
37 H 0.00 1.16 -0.43  0.45
38 H -1.83 1.62 -1.39  0.42
39 H 1.94 -1.42 -0.70  0.49

The charge is +1. As for the HOMO energy: -12.2 eV. The HOMO-LUMO gap is 8.96 eV. The largest force on an atom comes out at 4.30 eV Å⁻¹. The calculation puts the relative energy (zero: lowest compared OMol25 entry of this formula, charge and spin) at 1.297 eV.



No. 2
ORCA calculation (wB97M-V/def2-TZVPD) on 2 unconnected molecules or ions with the total composition C9H25N6O2P2.

Last column: natural (NBO) charge in e.
Positions of all 44 atoms, in Å:
1 N 4.26 3.59 2.60  -1.13
2 P 3.59 2.01 2.68  1.25
3 O 4.05 1.17 1.35  -0.95
4 C 1.79 2.47 2.44  0.11
5 N 1.23 2.78 1.27  -0.47
6 C -0.10 3.08 1.50  -0.02
7 C -0.32 2.94 2.82  -0.06
8 N 0.89 2.56 3.40  -0.45
9 H 5.19 3.55 2.19  0.41
10 H 3.69 4.16 1.99  0.37
11 H 3.81 1.59 0.51  0.48
12 H 1.70 2.79 0.38  0.44
13 H -0.82 3.34 0.75  0.28
14 H -1.22 3.10 3.38  0.26
15 H 1.08 2.37 4.37  0.46
16 O -1.44 0.65 -0.13  -1.05
17 P -0.91 -0.69 -0.57  2.29
18 N -1.15 -0.58 -2.26  -0.84
19 C -2.05 -1.31 -3.13  -0.40
20 C -0.36 0.43 -2.93  -0.41
21 N -2.01 -1.70 0.26  -0.78
22 C -2.66 -2.86 -0.30  -0.40
23 C -2.91 -1.05 1.21  -0.40
24 N 0.25 -2.00 -0.65  -0.71
25 C 1.40 -1.73 0.25  -0.42
26 C 0.71 -2.61 -1.88  -0.41
27 H -1.49 -1.76 -3.96  0.18
28 H -2.81 -0.65 -3.57  0.19
29 H -2.56 -2.12 -2.64  0.21
30 H 0.71 0.16 -2.96  0.17
31 H -0.45 1.40 -2.43  0.20
32 H -0.69 0.57 -3.96  0.22
33 H -3.51 -2.58 -0.94  0.18
34 H -3.06 -3.49 0.49  0.20
35 H -1.97 -3.49 -0.86  0.21
36 H -3.75 -0.55 0.71  0.19
37 H -2.39 -0.32 1.82  0.20
38 H -3.32 -1.80 1.90  0.20
39 H 2.02 -0.90 -0.12  0.16
40 H 2.02 -2.62 0.36  0.21
41 H 1.03 -1.47 1.25  0.20
42 H 1.19 -1.91 -2.58  0.19
43 H -0.10 -3.13 -2.39  0.21
44 H 1.45 -3.37 -1.63  0.21

The charge is +1. As for the HOMO energy: -10.6 eV. The HOMO-LUMO gap is 7.34 eV. The largest force on an atom comes out at 6.14 eV Å⁻¹.



No. 3
ORCA calculation (wB97M-V/def2-TZVPD) on a molecular structure, C9H26N4NaO7S.

Last column: natural (NBO) charge in e.
Positions of all 48 atoms, in Å:
1 Na 0.42 0.49 1.04  0.92
2 S 1.18 1.80 3.85  2.59
3 O 0.35 2.49 4.88  -1.08
4 O 1.38 2.61 2.63  -1.17
5 O 2.50 1.42 4.31  -1.10
6 O 0.49 0.54 3.47  -1.19
7 C -2.43 -0.78 -1.16  -0.62
8 C -3.16 0.23 -0.27  -0.07
9 C -4.37 -0.31 0.51  -0.07
10 O -5.13 0.76 0.97  -0.54
11 C -6.49 0.43 1.16  -0.25
12 N -2.16 0.69 0.72  -0.83
13 H -2.96 -1.33 -1.94  0.20
14 H -1.96 -1.51 -0.50  0.20
15 H -1.67 -0.16 -1.64  0.23
16 H -3.42 1.10 -0.88  0.20
17 H -4.11 -1.01 1.31  0.17
18 H -4.96 -0.89 -0.20  0.15
19 H -6.62 -0.62 1.45  0.17
20 H -7.11 0.65 0.29  0.16
21 H -6.90 1.13 1.90  0.19
22 H -2.61 1.50 1.15  0.38
23 H -2.32 -0.02 1.43  0.35
24 C 2.26 -0.30 -3.69  -0.64
25 C 1.42 -0.41 -2.39  -0.07
26 C 1.67 -1.68 -1.52  -0.05
27 O 1.04 -1.63 -0.28  -0.56
28 C 0.63 -2.83 0.30  -0.24
29 N 1.62 0.80 -1.58  -0.84
30 H 2.17 -1.22 -4.27  0.21
31 H 3.31 -0.03 -3.57  0.21
32 H 1.91 0.42 -4.43  0.21
33 H 0.37 -0.36 -2.68  0.18
34 H 2.73 -1.96 -1.49  0.18
35 H 1.25 -2.52 -2.08  0.16
36 H -0.24 -3.15 -0.29  0.15
37 H 0.31 -2.73 1.33  0.22
38 H 1.37 -3.63 0.18  0.17
39 H 2.38 0.57 -0.95  0.39
40 H 2.02 1.41 -2.28  0.35
41 C 4.09 0.87 0.64  0.78
42 O 3.23 0.01 0.71  -0.68
43 N 5.40 0.59 0.55  -0.85
44 N 3.83 2.22 0.68  -0.86
45 H 6.07 1.24 0.19  0.39
46 H 5.61 -0.38 0.76  0.40
47 H 3.00 2.63 1.10  0.47
48 H 4.57 2.88 0.56  0.36

The charge is -1. As for the HOMO energy: -2.8 eV. The HOMO-LUMO gap is 4.71 eV. The largest force on an atom comes out at 2.56 eV Å⁻¹. The calculation puts the relative energy (zero: lowest compared OMol25 entry of this formula, charge and spin) at 2.047 eV.



No. 4
ORCA calculation (wB97M-V/def2-TZVPD) on 3 unconnected molecules or ions with the total composition C9H26O6PS.

Last column: natural (NBO) charge in e.
Positions of all 43 atoms, in Å:
1 C 4.20 2.52 1.32  -1.03
2 P 5.96 2.12 1.55  1.10
3 O 5.93 1.06 2.80  -0.99
4 S 6.35 0.51 0.10  0.66
5 O 7.82 0.96 -0.38  -0.80
6 H 4.11 3.38 0.66  0.27
7 H 3.90 2.84 2.32  0.27
8 H 3.52 1.73 1.03  0.28
9 H 6.02 1.51 3.65  0.53
10 H 5.68 0.81 -1.04  0.17
11 H 8.47 0.31 -0.08  0.53
12 C -0.81 -0.78 -1.70  -0.26
13 O 0.42 -1.33 -2.16  -0.55
14 C 1.32 -0.38 -2.67  -0.09
15 C 2.41 -0.06 -1.67  -0.09
16 O 1.90 0.59 -0.51  -0.56
17 C 1.75 -0.29 0.60  -0.26
18 H -1.32 -1.57 -1.15  0.20
19 H -0.65 0.07 -1.04  0.17
20 H -1.44 -0.48 -2.54  0.18
21 H 0.80 0.54 -2.96  0.18
22 H 1.79 -0.80 -3.57  0.19
23 H 3.11 0.64 -2.14  0.16
24 H 2.95 -0.97 -1.39  0.17
25 H 2.73 -0.51 1.05  0.14
26 H 1.27 -1.23 0.32  0.20
27 H 1.14 0.22 1.34  0.20
28 C -6.71 -0.29 1.33  -0.25
29 O -5.94 -1.48 1.27  -0.55
30 C -5.58 -1.87 -0.04  -0.09
31 C -4.14 -1.51 -0.35  -0.09
32 O -3.93 -0.11 -0.38  -0.55
33 C -3.37 0.40 0.82  -0.25
34 H -6.76 0.02 2.37  0.19
35 H -6.25 0.51 0.74  0.17
36 H -7.73 -0.47 0.96  0.17
37 H -6.25 -1.42 -0.77  0.18
38 H -5.69 -2.96 -0.10  0.19
39 H -3.89 -1.90 -1.35  0.19
40 H -3.47 -1.98 0.38  0.17
41 H -2.31 0.12 0.91  0.15
42 H -3.91 0.04 1.70  0.19
43 H -3.44 1.49 0.77  0.19

The charge is +1. As for the HOMO energy: -10.7 eV. The HOMO-LUMO gap is 6.01 eV. The largest force on an atom comes out at 0.65 eV Å⁻¹. The calculation puts the relative energy (zero: lowest compared OMol25 entry of this formula, charge and spin) at 0.101 eV.



No. 5
ORCA calculation (wB97M-V/def2-TZVPD) on a molecular structure, C9H27N8O7Zn.

Last column: natural (NBO) charge in e.
Positions of all 52 atoms, in Å:
1 Zn -0.49 0.41 0.60  0.46
2 C -0.12 -5.45 -0.12  -0.64
3 C -1.17 -4.70 -1.00  0.10
4 C -2.44 -5.46 -1.35  -0.62
5 O -1.49 -3.40 -0.56  -0.84
6 H 0.73 -4.77 -0.09  0.21
7 H 0.17 -6.39 -0.59  0.17
8 H -0.57 -5.68 0.85  0.19
9 H -0.66 -4.66 -1.97  0.08
10 H -2.11 -6.42 -1.75  0.17
11 H -3.06 -4.93 -2.07  0.20
12 H -2.99 -5.58 -0.42  0.19
13 O -2.39 3.18 0.18  -0.55
14 C -3.53 3.56 1.01  -0.11
15 C -3.73 2.82 2.41  -0.12
16 O -2.66 1.94 2.78  -0.54
17 H -4.50 3.63 0.51  0.15
18 H -3.30 4.59 1.26  0.19
19 H -4.69 2.31 2.43  0.17
20 H -3.92 3.51 3.23  0.14
21 C 3.37 -1.42 3.84  0.72
22 O 2.58 -1.09 2.99  -0.66
23 N 3.42 -0.73 4.94  -0.82
24 N 4.32 -2.20 3.67  -0.81
25 H 4.01 -1.04 5.70  0.37
26 H 2.78 0.04 5.09  0.41
27 H 4.25 -2.87 2.92  0.41
28 H 5.21 -2.11 4.14  0.39
29 C 2.61 5.14 2.16  0.74
30 O 3.78 5.26 2.43  -0.70
31 N 2.14 5.31 0.99  -0.82
32 N 1.67 4.91 3.00  -0.82
33 H 1.20 5.01 0.76  0.39
34 H 2.83 5.53 0.29  0.40
35 H 1.88 4.95 3.99  0.40
36 H 0.78 4.63 2.61  0.39
37 C -4.95 -0.09 -3.99  0.74
38 O -5.58 0.46 -4.87  -0.71
39 N -5.47 -0.50 -2.86  -0.83
40 N -3.74 -0.43 -4.23  -0.81
41 H -6.43 -0.25 -2.67  0.41
42 H -4.92 -1.04 -2.21  0.40
43 H -3.27 -0.85 -3.45  0.39
44 H -3.28 -0.03 -5.04  0.41
45 C 3.81 0.63 -2.78  0.75
46 O 2.76 0.65 -2.15  -0.64
47 N 4.00 1.57 -3.66  -0.82
48 N 4.80 -0.25 -2.88  -0.84
49 H 4.87 1.47 -4.17  0.35
50 H 3.19 1.99 -4.10  0.41
51 H 4.83 -0.95 -2.16  0.41
52 H 5.49 -0.19 -3.62  0.39

The charge is -1. As for the HOMO energy: -3.3 eV. The HOMO-LUMO gap is 2.62 eV. The largest force on an atom comes out at 9.61 eV Å⁻¹.



No. 6
ORCA calculation (wB97M-V/def2-TZVPD) on 6 unconnected molecules or ions with the total composition C9H28IN6O5.

Last column: natural (NBO) charge in e.
Positions of all 49 atoms, in Å:
1 I -0.21 -0.43 0.26  -1.00
2 C -2.25 -2.04 6.07  -0.63
3 C -2.82 -3.31 5.30  0.10
4 C -3.64 -4.10 6.32  -0.63
5 O -3.66 -2.77 4.31  -0.72
6 H -3.20 -1.64 6.42  0.21
7 H -1.73 -1.39 5.37  0.21
8 H -1.65 -2.28 6.95  0.20
9 H -2.05 -3.91 4.82  0.16
10 H -4.57 -3.56 6.53  0.21
11 H -3.08 -4.23 7.25  0.20
12 H -3.87 -5.13 6.04  0.21
13 H -3.07 -2.18 3.83  0.48
14 C 1.15 5.22 -2.49  -0.64
15 C 1.60 5.91 -1.15  0.10
16 C 1.45 7.42 -1.38  -0.63
17 O 0.68 5.41 -0.11  -0.75
18 H 1.65 5.64 -3.36  0.20
19 H 0.07 5.17 -2.58  0.22
20 H 1.62 4.23 -2.48  0.21
21 H 2.58 5.60 -0.78  0.17
22 H 2.24 7.91 -1.95  0.21
23 H 1.50 7.88 -0.39  0.21
24 H 0.47 7.68 -1.76  0.21
25 H 0.78 4.46 -0.02  0.48
26 C -5.32 2.22 -2.59  0.75
27 O -6.29 2.56 -3.11  -0.67
28 N -5.09 0.97 -2.28  -0.84
29 N -4.38 3.01 -2.10  -0.85
30 H -5.73 0.32 -2.71  0.40
31 H -4.30 0.71 -1.69  0.40
32 H -3.57 2.69 -1.58  0.40
33 H -4.60 3.99 -2.21  0.40
34 C 6.14 -2.15 0.18  0.77
35 O 7.32 -2.36 0.18  -0.65
36 N 5.23 -3.08 -0.05  -0.87
37 N 5.48 -1.12 0.72  -0.86
38 H 4.28 -2.91 -0.33  0.40
39 H 5.47 -4.02 0.24  0.40
40 H 6.17 -0.62 1.27  0.39
41 H 4.50 -0.88 0.80  0.42
42 C 1.82 -4.79 -4.15  0.75
43 O 1.88 -5.69 -3.26  -0.70
44 N 2.63 -4.68 -5.17  -0.82
45 N 0.93 -3.84 -4.17  -0.82
46 H 3.50 -5.20 -5.20  0.41
47 H 2.54 -3.78 -5.61  0.37
48 H 0.92 -3.19 -4.94  0.38
49 H 0.50 -3.73 -3.26  0.43

The charge is -1. As for the HOMO energy: -4.3 eV. The HOMO-LUMO gap is 6.71 eV. The largest force on an atom comes out at 6.69 eV Å⁻¹. The calculation puts the relative energy (zero: lowest compared OMol25 entry of this formula, charge and spin) at 4.225 eV.



No. 7
ORCA calculation (wB97M-V/def2-TZVPD) on 6 unconnected molecules or ions with the total composition C9H28IO9.

Last column: natural (NBO) charge in e.
Positions of all 47 atoms, in Å:
1 I 0.45 1.00 -0.12  -0.92
2 C 2.09 -2.46 -2.24  -0.26
3 O 1.66 -2.37 -0.88  -0.76
4 H 2.57 -3.41 -2.43  0.16
5 H 1.35 -2.24 -3.01  0.17
6 H 2.92 -1.76 -2.34  0.17
7 H 1.18 -1.56 -0.70  0.49
8 C -0.44 1.36 4.04  -0.09
9 C -1.18 0.88 5.33  -0.09
10 O -1.58 2.05 6.04  -0.73
11 O -1.41 1.56 3.05  -0.77
12 H 0.28 0.62 3.71  0.18
13 H 0.15 2.23 4.33  0.16
14 H -0.66 0.26 6.06  0.18
15 H -2.00 0.20 5.10  0.16
16 H -2.06 2.61 5.42  0.46
17 H -0.96 1.40 2.22  0.51
18 C 5.82 1.44 -1.78  -0.08
19 C 4.37 1.45 -1.29  -0.07
20 O 3.97 0.13 -1.07  -0.76
21 O 6.19 2.75 -2.22  -0.74
22 H 5.91 0.72 -2.60  0.16
23 H 6.49 1.01 -1.04  0.17
24 H 3.69 1.82 -2.05  0.16
25 H 4.36 2.04 -0.38  0.16
26 H 3.05 0.07 -0.81  0.50
27 H 6.00 2.87 -3.15  0.47
28 C -3.67 -1.08 1.81  -0.09
29 C -2.86 -2.29 1.32  -0.09
30 O -1.44 -1.88 1.20  -0.73
31 O -3.52 0.05 0.99  -0.73
32 H -3.28 -0.79 2.79  0.17
33 H -4.71 -1.37 1.94  0.15
34 H -3.28 -2.62 0.37  0.16
35 H -2.96 -3.15 1.98  0.18
36 H -1.44 -1.11 0.62  0.49
37 H -3.33 0.76 1.62  0.49
38 C -1.98 0.65 -3.54  -0.09
39 C -2.89 -0.44 -2.82  -0.10
40 O -3.16 -1.57 -3.70  -0.73
41 O -0.61 0.22 -3.57  -0.77
42 H -1.97 1.55 -2.92  0.17
43 H -2.18 0.93 -4.57  0.18
44 H -3.88 -0.05 -2.62  0.17
45 H -2.36 -0.63 -1.88  0.19
46 H -2.49 -2.22 -3.46  0.47
47 H -0.19 0.36 -2.72  0.49

The charge is -1. As for the HOMO energy: -5.4 eV. The HOMO-LUMO gap is 8.22 eV. The largest force on an atom comes out at 2.81 eV Å⁻¹. The calculation puts the relative energy (zero: lowest compared OMol25 entry of this formula, charge and spin) at 1.211 eV.



No. 8
ORCA calculation (wB97M-V/def2-TZVPD) on 5 unconnected molecules or ions with the total composition C9H28N2O9.

Last column: natural (NBO) charge in e.
Positions of all 48 atoms, in Å:
1 N -26.02 14.70 4.37  -0.83
2 C -25.94 15.74 5.13  0.73
3 N -25.71 15.47 6.33  -0.80
4 O -25.94 16.83 4.59  -0.69
5 H -26.01 15.01 3.41  0.41
6 H -25.93 13.71 4.57  0.39
7 H -25.57 16.26 6.95  0.40
8 H -25.96 14.59 6.76  0.39
9 O -24.38 11.38 9.60  -0.72
10 C -23.32 10.53 9.41  -0.09
11 C -23.68 9.09 9.89  -0.09
12 O -24.01 9.02 11.26  -0.73
13 H -24.64 11.32 10.52  0.46
14 H -23.01 10.54 8.37  0.18
15 H -22.49 10.97 9.96  0.16
16 H -22.85 8.42 9.67  0.18
17 H -24.56 8.70 9.38  0.17
18 H -24.92 9.25 11.45  0.47
19 O -16.71 21.41 8.71  -0.72
20 C -18.01 20.99 9.16  -0.09
21 C -18.96 21.70 8.15  -0.10
22 O -19.10 23.09 8.45  -0.73
23 H -16.77 22.37 8.77  0.47
24 H -18.07 19.91 9.07  0.19
25 H -18.14 21.27 10.20  0.18
26 H -19.99 21.33 8.06  0.16
27 H -18.62 21.70 7.12  0.17
28 H -19.66 23.36 7.71  0.47
29 O -18.00 10.59 3.40  -0.74
30 C -18.33 9.62 2.41  -0.07
31 C -18.00 8.28 3.03  -0.08
32 O -18.15 7.23 2.18  -0.72
33 H -17.09 10.90 3.35  0.48
34 H -19.37 9.66 2.07  0.18
35 H -17.67 9.80 1.56  0.17
36 H -18.48 8.24 4.01  0.16
37 H -16.96 8.26 3.35  0.14
38 H -18.48 6.45 2.63  0.48
39 O -20.04 15.33 9.01  -0.71
40 C -19.07 14.84 8.13  -0.12
41 C -18.20 13.60 8.56  -0.08
42 O -17.61 13.79 9.78  -0.71
43 H -20.71 14.66 9.16  0.47
44 H -19.47 14.81 7.11  0.17
45 H -18.40 15.66 7.89  0.18
46 H -17.42 13.35 7.84  0.18
47 H -18.81 12.69 8.64  0.14
48 H -18.15 14.47 10.19  0.47

The charge is 0. As for the HOMO energy: -9.7 eV. As for the SMILES: NC(N)=O.OCCO.OCCO.OCCO.OCCO. The HOMO-LUMO gap is 9.82 eV. The largest force on an atom comes out at 7.67 eV Å⁻¹. The calculation puts the relative energy (zero: lowest compared OMol25 entry of this formula, charge and spin) at 2.791 eV.